# C39H62F4O17P4

9 unconnected molecules or ions with the total composition C39H62F4O17P4 at a distorted geometry (wB97M-V/def2-TZVPD, the Open Molecules 2025 dataset).

Last column: Löwdin charge in e.
Atoms and positions in Å:
C  -2.76313  -0.06734  -3.52978  -0.05
O  -2.63190  -1.50973  -3.43629  -0.23
P  -3.82984  -2.36165  -2.89243  0.28
O  -3.49996  -3.72950  -2.53919  -0.21
O  -4.46004  -1.48388  -1.76501  -0.25
C  -3.71031  -1.47181  -0.45765  0.00
O  -4.91720  -2.21952  -4.05072  -0.22
C  -4.53039  -2.80424  -5.32589  -0.08
H  -3.24458  0.35510  -2.63627  0.07
H  -3.25330  0.26703  -4.46192  0.10
H  -1.71250  0.21806  -3.55924  0.08
H  -3.48891  -2.50570  -0.18901  0.09
H  -4.48647  -1.04825  0.19989  0.10
H  -2.81186  -0.84519  -0.49617  0.06
H  -3.71297  -2.22769  -5.78183  0.09
H  -5.43503  -2.73931  -5.92983  0.09
H  -4.23278  -3.84769  -5.20280  0.08
C  6.71836  2.61739  3.75957  -0.07
O  6.60631  2.51093  2.32696  -0.23
P  5.52065  3.38657  1.63703  0.20
O  4.26224  3.41560  2.36875  -0.22
O  5.45057  2.73487  0.23464  -0.22
C  4.81746  1.39544  0.13821  -0.03
O  6.17490  4.75296  1.39103  -0.20
C  7.64242  4.93622  1.00366  0.00
H  7.39915  1.79477  4.03031  0.09
H  5.72880  2.47270  4.21089  0.09
H  7.13134  3.58972  4.06093  0.09
H  5.23648  0.72923  0.91338  0.10
H  5.11633  1.08185  -0.86916  0.07
H  3.72881  1.50888  0.19723  0.08
H  7.65252  5.41767  0.02723  0.09
H  8.22085  4.01162  1.02372  0.09
H  7.99214  5.65584  1.74330  0.09
C  1.95443  -0.27602  -2.73906  -0.03
O  2.76770  -1.26029  -3.48690  -0.19
P  4.13937  -1.64959  -2.90217  0.20
O  4.87057  -2.62662  -3.68669  -0.21
O  3.72223  -2.13011  -1.48397  -0.25
C  4.75279  -2.70234  -0.59727  -0.03
O  4.89761  -0.34105  -2.62469  -0.23
C  6.07210  0.05479  -3.39442  -0.05
H  2.30996  -0.16129  -1.71339  0.07
H  0.95569  -0.71454  -2.77154  0.07
H  1.92890  0.64952  -3.31099  0.09
H  5.38138  -3.37409  -1.18532  0.09
H  4.19834  -3.27107  0.13814  0.08
H  5.37358  -1.90691  -0.15926  0.08
H  6.56255  -0.72634  -3.98835  0.09
H  6.77690  0.48217  -2.65733  0.09
H  5.75376  0.91102  -4.01912  0.10
C  -3.46542  2.44927  -0.18374  -0.05
O  -4.80805  1.97202  -0.41080  -0.19
P  -5.74889  2.57963  -1.45942  0.18
O  -5.22735  2.63216  -2.82264  -0.22
O  -7.02320  1.78079  -1.25304  -0.18
C  -7.14207  0.56130  -2.03615  -0.05
O  -6.14079  3.94512  -0.87840  -0.19
C  -6.43417  5.07209  -1.73079  -0.07
H  -2.77601  1.88593  -0.81864  0.08
H  -3.26915  2.24000  0.85783  0.07
H  -3.38375  3.51540  -0.37042  0.08
H  -6.30752  -0.14478  -1.96491  0.07
H  -7.28850  0.83055  -3.09913  0.10
H  -8.02252  0.10419  -1.58466  0.09
H  -7.30183  5.56969  -1.25662  0.10
H  -6.57345  4.81369  -2.77634  0.08
H  -5.55845  5.71207  -1.68076  0.08
F  0.17592  -2.37520  4.23361  0.04
C  -0.56339  -3.43920  4.63264  -0.29
C  -0.83074  -4.41165  3.69696  0.00
C  -1.49024  -5.54687  4.16495  -0.08
C  -1.91581  -5.64504  5.46547  -0.11
C  -1.68941  -4.61717  6.35930  -0.08
C  -0.96152  -3.51797  5.95413  -0.03
H  -0.50366  -4.32466  2.67498  0.12
H  -1.65625  -6.40300  3.49687  0.12
H  -2.43428  -6.55331  5.74910  0.11
H  -2.17602  -4.67234  7.33663  0.11
H  -0.71362  -2.69464  6.63467  0.11
F  -0.65745  -7.31683  -3.75909  0.04
C  -0.09425  -6.18736  -3.24468  -0.28
C  -0.57921  -4.97308  -3.60988  -0.01
C  0.01953  -3.86766  -2.98694  -0.05
C  1.13977  -4.00705  -2.16847  -0.10
C  1.58637  -5.24815  -1.79507  -0.08
C  0.92293  -6.34878  -2.30305  -0.02
H  -1.50190  -4.88552  -4.15937  0.11
H  -0.44721  -2.89448  -3.15567  0.09
H  1.63672  -3.11460  -1.82615  0.06
H  2.44663  -5.40929  -1.15893  0.10
H  1.09043  -7.35984  -1.93870  0.12
F  -0.48068  3.87540  1.20014  0.05
C  0.23205  4.18079  0.10116  -0.30
C  -0.37701  4.67656  -1.00748  -0.03
C  0.38842  4.93207  -2.13530  -0.08
C  1.75954  4.66860  -2.15408  -0.09
C  2.31573  4.19465  -0.98670  -0.08
C  1.57603  3.88666  0.15912  0.00
H  -1.43182  4.90283  -1.02261  0.11
H  -0.09477  5.51237  -2.92045  0.11
H  2.34476  5.10778  -2.95182  0.10
H  3.39406  4.17303  -0.89729  0.10
H  2.06623  3.52368  1.06771  0.11
F  -3.68950  0.42239  3.26908  0.08
C  -2.82009  0.84091  4.17313  -0.33
C  -2.54188  2.18682  4.26884  -0.01
C  -1.56389  2.60571  5.16458  -0.09
C  -0.97234  1.71702  6.01797  -0.11
C  -1.29808  0.37837  5.98343  -0.07
C  -2.22264  -0.07819  5.03490  -0.01
H  -2.92322  2.92066  3.56215  0.12
H  -1.31693  3.66867  5.24273  0.11
H  -0.29202  2.09741  6.78002  0.11
H  -0.77877  -0.30604  6.65174  0.10
H  -2.40408  -1.13619  4.85623  0.11
C  1.07598  -1.19369  0.72752  -0.01
C  -0.05593  -0.28482  0.37743  -0.45
O  -0.57042  -0.23299  -0.74370  0.04
C  -0.64410  0.43012  1.55895  -0.01
H  1.01671  -1.66162  1.71731  0.08
H  1.97677  -0.58038  0.80626  0.08
H  1.24403  -2.02504  0.02037  0.08
H  0.10708  1.03973  2.06872  0.10
H  -1.02095  -0.18552  2.38946  0.08
H  -1.42650  1.08858  1.23460  0.05

Force components x, y, z for each atom (eV/Å):
0.838 -0.032 -0.106
0.491 0.417 -0.112
-0.769 0.049 -0.855
0.570 -0.648 0.121
0.442 0.288 1.428
-1.617 0.129 -0.568
0.125 -0.149 -0.068
-0.362 0.340 0.283
0.041 -0.172 -0.483
-0.032 -0.405 0.526
-0.163 0.512 0.022
0.078 0.158 -0.013
0.691 -0.157 0.019
-0.286 -0.168 -0.267
-0.251 -0.143 0.150
0.229 -0.064 -0.101
-0.034 0.100 0.062
0.189 -0.648 0.057
1.106 -0.675 0.984
-0.990 -0.424 0.322
-0.670 0.341 0.303
-0.476 -1.345 -1.188
0.802 0.870 -0.532
2.396 1.631 -0.821
-1.782 0.433 0.600
-0.284 0.500 0.175
0.312 0.061 -0.051
-0.064 -0.255 -0.138
-0.326 0.323 -0.346
-0.322 -0.238 0.512
0.304 -0.075 0.154
-0.094 -0.273 0.013
-0.391 0.025 0.049
0.173 -0.222 -0.066
-0.328 -0.984 -1.000
-1.263 1.225 0.031
-0.171 -1.847 -0.964
0.590 -0.418 -0.555
0.590 -0.616 2.333
-0.491 0.361 -0.978
2.001 1.691 -0.120
-0.117 1.416 0.464
-0.093 0.090 -0.246
0.080 0.220 0.402
0.278 0.084 0.204
-0.047 0.044 0.059
0.085 0.084 0.255
-0.366 -0.210 -0.045
-0.610 -0.047 0.355
-0.208 -0.420 -0.327
0.196 -0.628 0.025
-0.401 -0.476 -0.251
1.497 -0.674 1.501
1.125 0.636 -1.683
0.354 -0.024 -0.696
-1.609 -1.998 -0.222
-0.849 -0.088 -0.161
-0.355 1.987 0.495
0.024 0.321 0.924
-0.009 0.174 0.065
0.171 0.041 0.203
-0.035 0.115 -0.062
0.089 0.523 0.265
-0.053 -0.193 0.611
-0.001 -0.205 -0.485
0.440 -0.197 -0.611
-0.301 -0.305 0.090
-0.049 0.313 0.000
-0.110 0.163 0.105
0.428 0.069 -0.201
-0.205 -0.504 0.491
0.230 -0.456 -1.104
-0.307 -0.512 0.088
-0.619 -0.127 0.434
0.120 0.849 0.295
0.088 0.090 -0.120
0.025 0.544 0.178
-0.055 0.169 0.214
0.568 0.111 -0.136
-0.157 -0.381 -0.305
0.086 0.299 0.184
0.507 -1.129 0.516
-0.078 1.045 0.891
-0.267 0.005 -0.472
-0.556 1.098 -0.336
-0.016 -0.805 -0.279
-0.519 -0.815 -0.261
0.058 0.055 -0.282
0.384 -0.174 0.020
0.012 0.030 0.138
-0.069 0.192 0.156
0.341 0.143 -0.252
-0.643 0.166 0.282
0.648 -1.232 0.848
-0.488 0.327 -0.836
-0.001 0.532 -0.126
-1.114 1.087 0.282
0.963 -0.217 0.687
0.497 0.356 -0.635
-0.096 0.015 0.176
0.191 -0.474 -0.171
0.194 -0.498 -0.067
0.120 -0.353 -0.100
-0.239 0.198 -0.282
-0.611 -0.434 -0.767
0.703 0.239 1.398
0.704 0.617 -0.587
-0.634 0.847 -0.178
0.506 0.148 1.140
-0.233 -0.575 -0.589
0.333 -0.055 -0.278
-0.325 -0.324 0.124
-0.076 -0.392 -0.182
0.016 -0.207 -0.268
-0.278 0.011 -0.179
-0.119 0.148 0.303
0.986 -0.832 -0.195
-1.611 -1.092 -0.433
1.008 0.212 1.476
0.173 0.706 0.460
-0.519 0.348 -0.019
0.209 0.005 -0.228
-0.120 0.704 -0.010
0.194 0.095 -0.190
0.131 -0.415 -0.625
-0.401 0.302 -0.135

HOMO level: -8.60 eV
calculated total energy: -124289.605 eV
SMILES: COP(=O)(OC)OC.COP(=O)(OC)OC.COP(=O)(OC)OC.COP(=O)(OC)OC.Fc1ccccc1.Fc1ccccc1.Fc1ccccc1.Fc1ccccc1.CC(C)=O
frontier orbital gap: 8.93 eV